# C4H11S

A cluster of 2 separate species, C4H11S in total (ωB97M-V with the def2-TZVPD basis set, the OMol25 dataset).

As for the HOMO energy (spin up / spin down): 0.1557 / 0.0110 hartree. Its total charge is -2. The energy above the lowest of the compared OMol25 structures with the same formula, charge and spin comes out at 17.3 kcal/mol. The multiplicity is 2. For the total energy, the calculation gives -15157.928 eV.

Atoms and positions in Å:
1 C 2.383 -0.711 -0.043
2 C 2.978 0.634 0.407
3 H 3.132 -1.426 -0.410
4 H 1.755 -0.582 -0.924
5 H 1.816 -1.153 0.772
6 H 3.911 0.856 -0.135
7 H 2.255 1.440 0.230
8 H 3.231 0.699 1.474
9 C -1.839 1.285 0.830
10 C -1.555 0.649 -0.532
11 S -1.352 -1.143 -0.415
12 H -0.988 1.106 1.486
13 H -2.712 0.831 1.313
14 H -2.065 2.357 0.790
15 H -0.663 1.153 -0.926
16 H -2.381 0.906 -1.208

Here are the Löwdin charges for atoms 1 to 8, given in e: atom 1 (C): -0.278, atom 2 (C): -0.610, atom 3 (H): 0.013, atom 4 (H): 0.020, atom 5 (H): 0.030, atom 6 (H): -0.079, atom 7 (H): -0.012, atom 8 (H): -0.054


# C29H46N2O13S

A cluster of 5 separate species, C29H46N2O13S in total (ωB97M-V with the def2-TZVPD basis set, the OMol25 dataset).

Its SMILES is CCCCCC[C@H](O[C@H](CN)CCCS)c1ccccn1.O=C1OCCO1.O=C1OCCO1.O=C1OCCO1.O=C1OCCO1. As for the HOMO energy: -0.3166 hartree. For the total energy, the calculation gives -71252.104 eV.

Atoms and positions in Å:
1 C -2.698 6.109 -0.775
2 C -2.611 4.832 0.041
3 C -3.525 3.709 -0.475
4 C -2.735 2.428 -0.752
5 C -3.563 1.386 -1.496
6 C -2.870 0.020 -1.779
7 C -1.449 -0.151 -1.269
8 O -0.830 -1.257 -1.971
9 C 0.260 -0.885 -2.789
10 C -0.171 -0.253 -4.118
11 N 0.189 1.186 -4.167
12 C 1.114 -2.143 -3.011
13 C 2.314 -2.220 -2.071
14 C 1.982 -2.084 -0.574
15 S 2.551 -0.515 0.184
16 C -1.378 -0.513 0.200
17 C -1.955 -1.709 0.637
18 C -1.849 -2.037 1.986
19 C -1.167 -1.147 2.816
20 C -0.612 0.007 2.282
21 N -0.712 0.327 0.985
22 H -2.590 5.911 -1.840
23 H -3.648 6.623 -0.644
24 H -1.919 6.820 -0.509
25 H -1.576 4.492 0.018
26 H -2.814 5.055 1.086
27 H -4.248 3.469 0.305
28 H -4.076 4.022 -1.359
29 H -2.380 2.040 0.197
30 H -1.878 2.699 -1.371
31 H -4.460 1.195 -0.909
32 H -3.887 1.814 -2.442
33 H -3.503 -0.770 -1.387
34 H -2.859 -0.130 -2.855
35 H -0.840 0.733 -1.430
36 H 0.908 -0.165 -2.282
37 H 0.347 -0.729 -4.945
38 H -1.236 -0.397 -4.301
39 H -0.008 1.614 -3.273
40 H -0.359 1.658 -4.873
41 H 1.521 -2.123 -4.019
42 H 0.514 -3.045 -2.926
43 H 2.850 -3.150 -2.226
44 H 3.025 -1.436 -2.321
45 H 2.488 -2.858 -0.009
46 H 0.920 -2.162 -0.371
47 H 1.375 0.123 0.252
48 H -2.464 -2.359 -0.055
49 H -2.284 -2.941 2.381
50 H -1.069 -1.351 3.871
51 H -0.077 0.691 2.924
52 O -3.584 -2.475 5.490
53 C -2.879 -2.005 6.320
54 O -1.663 -1.462 6.076
55 C -1.219 -0.793 7.264
56 C -2.003 -1.508 8.344
57 O -3.177 -1.929 7.637
58 H -0.143 -0.887 7.379
59 H -1.476 0.263 7.185
60 H -1.486 -2.390 8.725
61 H -2.274 -0.864 9.177
62 O 6.387 -1.119 -6.688
63 C 5.565 -0.631 -5.984
64 O 4.492 0.072 -6.416
65 C 3.612 0.280 -5.303
66 C 4.556 0.167 -4.124
67 O 5.568 -0.713 -4.631
68 H 3.127 1.248 -5.370
69 H 2.851 -0.502 -5.303
70 H 5.017 1.122 -3.864
71 H 4.094 -0.258 -3.238
72 O -0.846 2.762 7.475
73 C -1.862 3.017 6.916
74 O -2.739 3.968 7.304
75 C -3.713 4.131 6.265
76 C -3.652 2.793 5.554
77 O -2.302 2.383 5.803
78 H -4.687 4.349 6.695
79 H -3.407 4.959 5.625
80 H -4.329 2.056 5.989
81 H -3.834 2.859 4.485
82 O 3.904 -5.809 -1.908
83 C 4.831 -5.426 -2.542
84 O 6.107 -5.844 -2.379
85 C 6.894 -5.328 -3.458
86 C 6.090 -4.119 -3.892
87 O 4.756 -4.500 -3.528
88 H 7.893 -5.080 -3.110
89 H 6.962 -6.088 -4.238
90 H 6.360 -3.215 -3.345
91 H 6.148 -3.921 -4.959

Here are the Löwdin charges for atoms 1 to 8, given in e: atom 1 (C): -0.122, atom 2 (C): -0.265, atom 3 (C): -0.215, atom 4 (C): -0.228, atom 5 (C): -0.170, atom 6 (C): -0.107, atom 7 (C): -0.273, atom 8 (O): -0.084


# C23H31N3O6S

The molecule C23H31N3O6S (ωB97M-V with the def2-TZVPD basis set, the OMol25 dataset).

Its SMILES is COc1ccc(OC)c(CN(CCN2CCOCC2)S(=O)(=O)c2ccc(NC(C)=O)cc2)c1. As for the HOMO energy: -0.2942 hartree. The energy above the lowest of the compared OMol25 structures with the same formula, charge and spin comes out at 55.7 kcal/mol. For the total energy, the calculation gives -51943.699 eV.

Atoms and positions in Å:
1 C 4.567 2.487 0.750
2 O 3.565 2.714 1.715
3 C 2.274 2.463 1.371
4 C 1.324 2.616 2.377
5 C -0.010 2.360 2.130
6 C -0.426 1.936 0.874
7 O -1.725 1.634 0.549
8 C -2.715 1.820 1.529
9 C 0.519 1.790 -0.146
10 C 0.104 1.324 -1.517
11 N -0.202 -0.094 -1.569
12 C -1.556 -0.520 -1.825
13 C -2.007 -0.269 -3.271
14 N -1.672 -1.366 -4.156
15 C -2.334 -1.245 -5.444
16 C -2.031 -2.491 -6.277
17 O -0.649 -2.652 -6.476
18 C 0.015 -2.741 -5.235
19 C -0.240 -1.512 -4.365
20 S 0.859 -1.119 -0.825
21 O 2.186 -0.673 -1.138
22 O 0.487 -2.455 -1.196
23 C 0.614 -0.979 0.947
24 C 1.681 -0.671 1.767
25 C 1.505 -0.571 3.134
26 C 0.243 -0.794 3.683
27 N -0.012 -0.702 5.051
28 C 0.830 -0.317 6.063
29 C 0.152 -0.375 7.416
30 O 1.973 0.032 5.905
31 C -0.821 -1.139 2.847
32 C -0.635 -1.234 1.482
33 C 1.853 2.063 0.108
34 H 5.512 2.662 1.263
35 H 4.539 1.461 0.373
36 H 4.478 3.184 -0.090
37 H 1.651 2.927 3.356
38 H -0.718 2.489 2.933
39 H -2.768 2.863 1.856
40 H -3.657 1.546 1.054
41 H -2.546 1.173 2.396
42 H -0.789 1.869 -1.832
43 H 0.918 1.521 -2.221
44 H -2.242 -0.008 -1.140
45 H -1.579 -1.595 -1.643
46 H -1.586 0.688 -3.628
47 H -3.098 -0.178 -3.274
48 H -3.412 -1.167 -5.286
49 H -1.992 -0.350 -5.996
50 H -2.480 -2.411 -7.269
51 H -2.439 -3.372 -5.758
52 H 1.078 -2.837 -5.461
53 H -0.326 -3.635 -4.693
54 H 0.253 -1.651 -3.405
55 H 0.180 -0.618 -4.862
56 H 2.647 -0.514 1.317
57 H 2.330 -0.318 3.778
58 H -0.952 -0.958 5.321
59 H -0.169 -1.392 7.632
60 H 0.855 -0.055 8.179
61 H -0.717 0.279 7.434
62 H -1.794 -1.342 3.274
63 H -1.450 -1.508 0.832
64 H 2.556 1.925 -0.697

Here are the Löwdin charges for atoms 1 to 8, given in e: atom 1 (C): -0.080, atom 2 (O): -0.081, atom 3 (C): -0.282, atom 4 (C): 0.005, atom 5 (C): -0.009, atom 6 (C): -0.235, atom 7 (O): -0.105, atom 8 (C): -0.079


# C5H11NOS

A structure of composition C5H11NOS (ωB97M-V with the def2-TZVPD basis set, the OMol25 dataset).

As for the HOMO energy: -0.3178 hartree. The energy above the lowest of the compared OMol25 structures with the same formula, charge and spin comes out at 147.3 kcal/mol. For the total energy, the calculation gives -19730.709 eV.

Atoms and positions in Å:
1 C -2.121 -1.136 0.530
2 C 0.183 -0.230 -0.260
3 C 1.578 -0.021 -1.013
4 C 1.104 -0.910 0.821
5 C -0.683 1.985 -0.277
6 H -2.779 -2.303 0.119
7 H -2.775 -0.044 0.557
8 H -1.547 -1.347 1.628
9 H 1.628 -0.050 -2.153
10 H 1.781 0.988 -0.673
11 H 3.108 -1.206 -0.008
12 H 0.646 -1.722 1.366
13 H 1.237 0.097 1.440
14 H -0.471 2.837 0.524
15 H -1.780 1.928 -0.689
16 H 0.001 2.399 -1.173
17 N 2.116 -1.134 -0.101
18 O -0.155 0.940 0.436
19 S -1.072 -1.071 -1.073

Here are the Löwdin charges for atoms 1 to 8, given in e: atom 1 (C): -0.391, atom 2 (C): -0.860, atom 3 (C): -0.107, atom 4 (C): -0.223, atom 5 (C): -0.173, atom 6 (H): 0.118, atom 7 (H): 0.084, atom 8 (H): 0.092


# C2H3Br3ClP

A structure of composition C2H3Br3ClP (ωB97M-V with the def2-TZVPD basis set, the OMol25 dataset).

As for the HOMO energy: -0.3593 hartree. The energy above the lowest of the compared OMol25 structures with the same formula, charge and spin comes out at 4.7 kcal/mol. For the total energy, the calculation gives -234062.377 eV.

Atoms and positions in Å:
1 C 1.086 0.118 0.247
2 C -0.081 -0.451 -0.501
3 P -1.853 0.134 -0.185
4 Cl 0.117 -0.190 -2.228
5 Br -0.186 -2.434 -0.262
6 Br -1.795 -0.153 2.028
7 Br -1.721 2.326 -0.510
8 H 1.913 -0.580 0.195
9 H 1.092 0.166 1.324
10 H 1.428 1.063 -0.108

Here are the Löwdin charges for atoms 1 to 8, given in e: atom 1 (C): -0.273, atom 2 (C): -1.574, atom 3 (P): 0.090, atom 4 (Cl): 0.544, atom 5 (Br): 0.590, atom 6 (Br): 0.223, atom 7 (Br): 0.215, atom 8 (H): 0.066


# C4H11NO2

A cluster of 2 separate species, C4H11NO2 in total (ωB97M-V with the def2-TZVPD basis set, the OMol25 dataset).

Its SMILES is C/C=C(\N)O.CO. As for the HOMO energy: -0.2767 hartree. The energy above the lowest of the compared OMol25 structures with the same formula, charge and spin comes out at 43.0 kcal/mol. For the total energy, the calculation gives -9910.378 eV.

Atoms and positions in Å:
1 C -1.635 -0.667 -1.062
2 C -0.461 -0.733 -0.149
3 C -0.491 -0.701 1.200
4 N -1.607 -0.909 1.959
5 O 0.676 -0.848 1.914
6 H -2.563 -1.002 -0.594
7 H -1.779 0.356 -1.421
8 H -1.462 -1.307 -1.934
9 H 0.500 -0.750 -0.652
10 H -1.356 -1.213 2.895
11 H -2.269 -1.556 1.545
12 H 1.391 -0.444 1.384
13 C 2.041 1.634 -1.172
14 O 1.716 1.235 0.148
15 H 2.605 2.570 -1.151
16 H 1.131 1.751 -1.770
17 H 2.669 0.860 -1.622
18 H 0.896 1.721 0.481

Here are the Löwdin charges for atoms 1 to 8, given in e: atom 1 (C): -0.112, atom 2 (C): -0.151, atom 3 (C): -0.481, atom 4 (N): 0.113, atom 5 (O): 0.028, atom 6 (H): 0.060, atom 7 (H): 0.067, atom 8 (H): 0.071


# C2H3ClF2O

The molecule C2H3ClF2O (ωB97M-V with the def2-TZVPD basis set, the OMol25 dataset).

Its SMILES is OCC(F)(F)Cl. As for the HOMO energy: -0.4104 hartree. The energy above the lowest of the compared OMol25 structures with the same formula, charge and spin comes out at 8.4 kcal/mol. For the total energy, the calculation gives -22126.989 eV.

Atoms and positions in Å:
1 O -1.645 -0.027 0.066
2 C -0.407 -0.657 0.013
3 C 0.698 0.338 0.040
4 F 0.666 1.201 -1.000
5 F 0.608 1.147 1.141
6 Cl 2.430 -0.166 0.051
7 H -1.569 0.904 -0.143
8 H -0.453 -1.525 0.804
9 H -0.327 -1.215 -0.972

Here are the Löwdin charges for atoms 1 to 8, given in e: atom 1 (O): -0.028, atom 2 (C): -0.235, atom 3 (C): -0.886, atom 4 (F): 0.028, atom 5 (F): 0.017, atom 6 (Cl): 0.697, atom 7 (H): 0.091, atom 8 (H): 0.174


# C12H9F9GaI2O5SY

A structure of composition C12H9F9GaI2O5SY (ωB97M-V with the def2-TZVPD basis set, the OMol25 dataset).

As for the HOMO energy (spin up / spin down): -0.8401 / -0.8145 hartree. Its total charge is +4. The energy above the lowest of the compared OMol25 structures with the same formula, charge and spin comes out at 17.9 kcal/mol. For the total energy, the calculation gives -127690.126 eV.

Atoms and positions in Å:
1 I 3.194 -2.404 0.155
2 I 4.787 -0.590 -0.822
3 Y 0.334 0.796 0.626
4 Ga -1.365 -1.483 -1.656
5 S 0.516 -0.025 -2.038
6 C -2.553 -2.770 -2.044
7 C -1.724 -0.934 0.376
8 C -0.275 0.110 -3.908
9 C 0.563 1.145 -4.630
10 C -1.718 0.594 -3.745
11 C -0.157 -1.276 -4.554
12 C -1.252 2.513 1.810
13 C -2.103 0.673 0.234
14 O -2.144 -1.527 1.360
15 O -3.629 -3.230 -2.229
16 O -2.047 3.231 2.260
17 O -3.246 0.873 -0.140
18 H 0.258 1.229 -5.671
19 H 1.616 0.899 -4.597
20 H 0.472 2.137 -4.208
21 H -2.134 0.793 -4.743
22 H -1.728 1.540 -3.175
23 H -2.387 -0.112 -3.202
24 H -0.431 -1.209 -5.624
25 H -0.793 -2.036 -4.057
26 H 0.868 -1.665 -4.458
27 F 2.488 -1.752 3.570
28 C 2.501 -0.520 4.130
29 F 2.761 -0.656 5.457
30 F 3.512 0.204 3.572
31 C 1.171 0.186 3.787
32 O 1.005 0.059 2.390
33 C -0.032 -0.575 4.447
34 F -0.011 -0.580 5.803
35 F -1.198 0.015 4.065
36 F -0.075 -1.884 4.053
37 C 1.224 1.686 4.252
38 F 1.680 1.848 5.508
39 F 2.050 2.392 3.432
40 F 0.002 2.306 4.211

Here are the Löwdin charges for atoms 1 to 8, given in e: atom 1 (I): 0.520, atom 2 (I): 0.621, atom 3 (Y): 1.441, atom 4 (Ga): 0.648, atom 5 (S): 0.588, atom 6 (C): 0.129, atom 7 (C): -0.350, atom 8 (C): -0.741